# 1
One molecule with the formula C5H10N2O at a distorted geometry. Source: OMol25; level of theory: ωB97M-V with the def2-TZVPD basis set.

HOMO ... -9.1 eV
Orbital gap ... 10.181 eV
Energy above the lowest of the compared OMol25 structures with the same formula, charge and spin ... 546.4 kJ/mol
SMILES ... CON[C@@H](C)[C@@H]1C=N1
E_LUMO ... 1.061 eV

XYZ file:
```
18
Properties=species:S:1:pos:R:3:forces:R:3:nbo_charge:R:1
C -2.23655 -1.37220 0.36936 0.523 -0.122 -1.756 0.039
C -1.11535 -0.70042 -0.31817 -1.281 -0.240 2.968 -0.137
C -1.01226 1.65587 -0.01599 -0.508 0.352 3.360 -0.608
C 2.76617 -1.17427 -0.27496 -2.803 -0.766 -1.500 -0.242
C -0.38592 0.33985 0.50358 -1.591 -0.472 -0.392 -0.098
N -1.25075 -2.13139 0.18506 -0.281 0.322 -0.120 -0.292
N 0.90710 0.43030 -0.05750 2.002 -2.469 -0.113 -0.326
O 1.80191 -0.52033 0.57138 -0.175 -0.456 -0.051 -0.440
H -3.30399 -1.43296 0.54066 0.184 -0.134 0.514 0.211
H -1.14810 -0.38188 -1.32624 0.023 -0.786 -1.329 0.187
H -1.30101 1.47498 -1.02067 -0.148 0.689 -0.898 0.214
H -0.35639 2.51364 0.19960 -0.011 -0.238 -0.736 0.209
H -1.87917 1.88435 0.64496 0.107 -0.254 -0.820 0.215
H 3.22547 -1.84948 0.42481 0.450 -0.316 -0.010 0.198
H 3.45523 -0.45862 -0.68723 0.420 0.210 -0.273 0.168
H 2.24031 -1.80571 -1.16315 1.161 1.492 2.020 0.171
H -0.61056 0.04974 1.60803 1.178 0.997 -1.433 0.192
H 1.35660 1.25814 0.16488 0.749 2.190 0.569 0.339
```
Forces are in eV/Å.

# 2
C9H40N18O11 as an isolated structure at a distorted geometry. Source: OMol25; level of theory: ωB97M-V with the def2-TZVPD basis set.

HOMO ... -7.8 eV
Orbital gap ... 7.150 eV
Energy above the lowest of the compared OMol25 structures with the same formula, charge and spin ... 3095.9 kJ/mol
E_LUMO ... -0.616 eV

XYZ file:
```
78
Properties=species:S:1:pos:R:3:forces:R:3:lowdin_charge:R:1
O -0.00179 0.20321 0.19695 -2.880 -3.334 -6.315 -0.037
H 0.31165 -0.66958 -0.04011 0.142 -0.396 -0.001 0.068
H -0.84836 0.28182 -0.24279 0.098 -0.469 0.515 0.064
O 0.05376 1.37185 -2.09139 2.109 4.979 -1.107 0.014
H -0.75449 1.84325 -1.88953 -0.699 0.664 -0.095 0.101
H 0.71957 2.05599 -2.16109 0.615 0.304 0.026 0.114
C -0.63412 -1.18311 -3.03334 -0.691 0.938 -0.511 -0.673
O -1.00249 -2.31597 -3.28468 -0.865 0.325 -6.019 0.036
N -0.87061 -0.64739 -1.88268 0.814 0.071 -2.779 0.158
N -0.01230 -0.37523 -3.87018 2.393 1.057 -2.768 0.195
H -0.51158 0.29639 -1.86084 -0.660 -2.001 0.685 -0.050
H -1.37012 -1.24917 -1.24357 0.699 1.070 -1.980 -0.073
H 0.27514 -0.61839 -4.80738 -0.287 -0.504 0.339 0.120
H 0.56097 0.31959 -3.41337 -0.337 -0.151 -0.782 0.088
C 1.75509 3.10969 -0.49617 -0.365 4.087 1.473 -0.638
O 2.83184 2.67567 -0.83290 3.810 5.828 -6.306 0.177
N 0.96051 2.52468 0.35654 -2.261 0.709 0.356 0.110
N 1.45254 4.36662 -0.69396 1.051 1.931 -2.037 0.212
H 1.18908 1.63385 0.77398 1.361 1.477 -1.494 0.055
H 0.02323 2.89250 0.43599 2.381 0.656 0.768 0.074
H 2.08098 4.86950 -1.30410 -0.377 0.096 0.132 0.130
H 0.48728 4.55221 -0.46173 0.640 1.201 -0.479 0.008
C 2.03096 -1.70963 -1.01591 -3.028 -4.085 -0.339 -0.536
O 1.70574 -1.26264 0.08386 -3.060 -4.184 -7.511 -0.074
N 3.20504 -1.72140 -1.46594 5.628 0.910 -1.632 0.258
N 1.25124 -2.50388 -1.77884 2.274 0.014 -0.649 0.211
H 3.34776 -2.33210 -2.25761 0.791 0.685 0.204 0.138
H 3.98214 -1.24928 -1.02626 -0.108 0.081 0.061 0.154
H 1.80618 -2.97780 -2.47707 -0.645 0.040 -0.257 0.124
H 0.33437 -2.91523 -1.67755 0.118 0.886 0.208 -0.003
C 3.41552 0.64745 1.10407 1.965 2.078 1.064 -0.655
O 4.34219 1.41740 1.48460 -1.120 -1.320 -0.376 -0.012
N 2.48995 0.94724 0.22903 -0.027 -5.230 0.977 0.117
N 3.06567 -0.51742 1.56223 5.620 -2.887 4.946 0.147
H 2.66261 1.82509 -0.23964 1.456 -2.652 0.117 -0.197
H 1.96075 0.14620 -0.08466 0.812 2.220 0.068 0.056
H 2.30762 -1.01905 1.12199 4.218 1.345 2.081 -0.067
H 3.58178 -0.90115 2.34100 0.020 0.209 -0.053 0.117
C -4.09571 -1.13361 -0.98670 3.096 0.454 1.586 -0.733
O -5.17792 -0.75226 -1.21658 -4.403 1.623 -1.391 0.093
N -3.04145 -0.37083 -0.69392 -1.968 5.898 0.344 0.159
N -3.73232 -2.39968 -0.94540 -1.273 -4.827 -0.871 0.178
H -2.15825 -0.73254 -0.36345 -3.264 2.491 0.689 -0.047
H -3.22630 0.61423 -0.56899 -0.766 -0.780 -0.625 0.090
H -2.96843 -2.70151 -0.35764 -2.217 0.109 -0.361 0.077
H -4.47567 -3.03802 -1.19048 0.120 -0.019 0.279 0.127
C -1.01130 1.30944 2.56175 -2.598 0.519 1.059 -0.753
O -2.03741 0.78502 2.18023 -1.713 -1.896 -0.862 0.053
N -0.99803 2.14068 3.56462 -0.689 2.613 3.443 0.193
N 0.12902 1.27118 2.01333 2.001 4.968 3.232 0.075
H -0.04862 2.41468 3.77351 -0.561 -0.017 1.190 0.115
H -1.62509 1.87182 4.30934 0.244 0.432 0.196 0.125
H 0.15082 0.80486 1.11768 -0.216 1.384 0.343 -0.149
H 0.77402 2.00577 2.26720 -0.015 -0.670 0.522 0.167
C -1.65149 3.36692 -0.01742 -4.581 0.520 0.291 -0.678
O -0.80683 4.19047 -0.13905 0.571 2.526 -0.265 0.086
N -1.62153 2.05673 -0.09272 0.913 -1.249 -1.419 0.137
N -2.88841 3.73789 0.20321 -3.341 0.975 0.638 0.217
H -2.42671 1.59005 0.29969 0.971 -0.235 0.718 0.088
H -0.68663 1.68143 -0.02047 -0.944 0.380 -0.038 0.063
H -3.54273 2.98609 0.36678 -0.442 0.803 0.162 0.124
H -3.15381 4.69565 0.38314 0.180 -0.306 -0.069 0.136
C -1.15650 -2.93133 -0.43326 0.862 -1.801 0.712 -0.706
O -1.62556 -1.82549 -0.23525 2.860 -5.894 6.229 -0.002
N -0.76574 -3.71027 0.47344 1.597 -3.125 6.256 0.267
N -0.99599 -3.46256 -1.57574 -1.754 -3.340 -0.014 0.158
H -0.34063 -4.57891 0.18214 -0.441 0.034 0.659 0.143
H -1.18510 -3.63092 1.38882 0.739 0.104 0.346 0.159
H -1.51788 -2.89365 -2.22696 -0.237 -0.419 -2.328 0.023
H -0.57236 -4.35571 -1.78290 -0.809 -0.013 0.265 0.172
C 1.06303 -1.10549 3.33493 -2.132 2.996 1.516 -0.691
O 0.61544 -0.30492 4.21550 1.324 -1.912 -0.220 -0.011
N 1.81803 -2.15782 3.52239 2.266 -2.843 3.182 0.164
N 0.78413 -0.90934 2.09999 -2.565 -2.752 -0.966 0.146
H 2.18053 -2.21211 4.46354 0.085 -0.414 -0.124 0.116
H 2.21429 -2.78495 2.83697 -0.348 0.549 0.016 0.110
H 0.39157 0.00483 1.92599 0.824 -2.364 1.858 -0.026
H 1.22822 -1.34760 1.30575 -2.981 -1.146 3.288 0.001
```
Forces are in eV/Å.

# 3
C30H31AsN3OPtS as an isolated structure. Source: OMol25; level of theory: ωB97M-V with the def2-TZVPD basis set.

HOMO (spin up / spin down) ... -10.2 / -10.7 eV
Total charge ... +1
Orbital gap (spin up / spin down) ... 7.690 / 6.811 eV
Energy above the lowest of the compared OMol25 structures with the same formula, charge and spin ... 13.8 kJ/mol
Multiplicity ... 3
<S²> ... 2.008
E_LUMO (spin up / spin down) ... -2.541 / -3.866 eV

XYZ file:
```
68
Properties=species:S:1:pos:R:3:forces:R:3:mulliken_spin:R:1
Pt 0.17784 -0.86989 0.93622 0.609 -0.642 0.040 1.264
C -0.71217 -5.43686 -1.79852 -0.251 -0.073 0.033 0.001
N 0.55719 -4.73934 -1.75557 0.177 0.289 0.050 0.007
C 1.74432 -5.18177 -2.29699 0.058 -0.022 0.002 0.002
C 2.66631 -4.24001 -2.06740 0.083 -0.109 -0.129 0.000
N 2.04885 -3.19033 -1.38176 -0.174 -0.182 0.074 0.009
C 0.72521 -3.51425 -1.19936 0.043 -0.151 -0.107 0.005
S -0.61209 -2.71840 -0.54031 -0.219 0.390 0.255 0.165
C 2.78101 -2.06469 -0.91778 0.092 0.239 0.084 0.007
C 4.17202 -2.10761 -0.91934 0.016 -0.065 -0.021 0.002
C 4.87404 -0.99566 -0.49366 -0.081 0.007 -0.013 0.005
C 4.18053 0.12875 -0.07819 0.019 0.002 0.002 -0.003
C 2.80341 0.08391 -0.10939 0.197 0.022 -0.170 0.013
N 2.11293 -0.98809 -0.52690 -0.141 0.143 0.459 0.060
H -0.58264 -6.37719 -2.32625 0.078 0.018 -0.015 0.000
H -1.45456 -4.82610 -2.31048 0.025 -0.016 -0.031 -0.002
H -1.07094 -5.63066 -0.78876 0.048 0.006 0.005 -0.001
H 1.83357 -6.12777 -2.80045 -0.043 0.013 -0.002 0.001
H 3.69451 -4.22145 -2.36987 -0.033 0.036 0.024 0.000
H 4.71343 -2.98726 -1.22785 -0.021 0.002 0.052 0.001
H 5.95521 -1.01429 -0.49019 0.003 -0.013 0.027 0.000
H 4.69107 1.01266 0.27523 -0.022 0.014 -0.031 0.000
H 2.21575 0.93972 0.19593 0.003 0.004 0.028 -0.015
C -1.29368 1.44164 -4.71028 -0.014 -0.003 0.016 0.000
C -1.95314 2.33805 -3.87776 0.011 0.005 -0.034 0.001
C -1.84365 2.21221 -2.50323 -0.016 -0.009 0.099 0.000
C -1.06622 1.19357 -1.95716 -0.007 -0.024 0.083 0.005
C -0.40926 0.29780 -2.78995 0.090 -0.006 0.116 -0.010
C -0.52433 0.42377 -4.16760 -0.008 0.011 -0.081 0.001
As -0.93571 1.03513 -0.02993 -0.342 0.359 -0.398 0.161
C -2.77700 1.34677 0.47692 -0.001 -0.149 0.011 0.005
C -3.23639 2.54146 1.01459 0.154 0.013 -0.006 0.002
C -4.59178 2.70424 1.26711 -0.056 -0.004 0.005 -0.002
C -5.48249 1.68204 0.97665 -0.021 0.016 -0.001 0.004
C -5.02258 0.48237 0.44866 -0.012 0.001 -0.009 -0.002
C -3.67055 0.31288 0.20402 0.115 -0.008 0.060 -0.004
C -0.01801 2.65703 0.49601 0.102 -0.044 0.066 -0.018
C 0.54252 3.52872 -0.43127 -0.071 -0.120 -0.037 0.008
C 1.21935 4.66043 0.00289 0.007 0.027 0.020 -0.003
C 1.33941 4.92196 1.35956 0.026 0.028 -0.042 0.005
C 0.79618 4.04474 2.28921 0.005 0.031 0.045 -0.004
C 0.12694 2.91133 1.85943 -0.049 -0.125 -0.054 0.020
H -1.38811 1.53542 -5.78417 0.014 0.002 0.002 0.000
H -2.55328 3.13195 -4.30243 -0.010 -0.007 0.011 0.000
H -2.36622 2.90063 -1.84832 -0.021 0.015 -0.045 0.001
H 0.18732 -0.49527 -2.35614 -0.011 -0.011 -0.022 0.019
H -0.01731 -0.27348 -4.82220 0.010 -0.011 0.026 0.000
H -2.54188 3.34268 1.23617 -0.028 0.023 -0.015 0.001
H -4.95366 3.63316 1.68767 0.014 0.008 -0.009 0.000
H -6.53992 1.81982 1.16009 0.008 -0.008 0.023 0.000
H -5.71890 -0.31548 0.22685 0.010 -0.008 0.006 0.000
H -3.29754 -0.62349 -0.19891 -0.078 -0.008 -0.039 -0.006
H 0.45422 3.32153 -1.48978 -0.010 0.050 -0.031 0.001
H 1.64739 5.33962 -0.72276 0.008 -0.003 0.009 0.000
H 1.86176 5.80889 1.69347 -0.003 -0.009 0.008 0.000
H 0.89761 4.24740 3.34740 -0.007 -0.024 -0.001 0.000
H -0.28472 2.21314 2.58116 0.011 0.044 0.046 0.000
C 1.40251 -0.35009 4.71267 0.050 -0.086 -0.300 0.006
C 0.90214 -1.40106 3.72328 -0.303 -0.069 0.574 -0.018
C -0.63171 -1.42363 3.71191 0.300 -0.011 -0.182 0.019
O 1.45247 -1.16292 2.45272 -0.294 0.103 -0.591 0.249
H 1.09580 -0.60705 5.72648 0.009 0.044 0.021 0.001
H 0.98900 0.62652 4.44806 0.005 0.016 0.048 0.000
H 2.48919 -0.28291 4.67196 -0.001 -0.014 0.045 0.000
H 1.25055 -2.38873 4.06063 0.033 0.052 -0.068 0.024
H -1.01090 -0.44971 3.37273 -0.070 -0.054 0.001 -0.002
H -1.03037 -1.59546 4.71249 0.020 -0.009 0.001 0.009
H -1.00983 -2.22107 3.06276 -0.037 0.064 0.012 0.005
```
Forces are in eV/Å.

> Which formula does entry 3 have?

C30H31AsN3OPtS